(1)
{"formula": "C8H13NO", "method": "ωB97M-V/def2-TZVPD", "symbols": ["H", "N", "C", "O", "C", "C", "C", "C", "C", "C", "C", "H", "H", "H", "H", "H", "H", "H", "H", "H", "H", "H", "H"], "positions_angstrom": [[-0.8982, 0.9353, -1.4042], [-1.7664, 0.4505, -1.6299], [-2.0024, -0.4628, -0.7739], [-3.1574, -1.1335, -0.8626], [-1.3009, -0.7012, 0.5433], [0.1045, -0.1647, 0.5706], [0.4174, 0.9569, 1.2356], [1.8017, 1.5409, 1.2986], [2.8693, 0.5733, 0.7870], [2.4006, -0.1325, -0.4833], [1.1339, -0.9421, -0.2168], [-3.8584, -0.4405, -0.9868], [-1.9169, -0.2445, 1.3331], [-1.3095, -1.7877, 0.7226], [-0.3757, 1.4976, 1.7620], [1.8193, 2.4737, 0.7079], [2.0223, 1.8447, 2.3334], [3.8116, 1.1106, 0.6075], [3.0764, -0.1837, 1.5613], [2.1906, 0.6207, -1.2607], [3.1907, -0.7869, -0.8788], [1.3802, -1.8642, 0.3390], [0.6907, -1.2805, -1.1668]], "total_charge": 0, "lumo_ev": 0.79, "smiles": "[H]/N=C(/O)CC1=CCCCC1", "relative_energy_ev": 0.375}

(2)
{"formula": "C66H146N6O10", "method": "ωB97M-V/def2-TZVPD", "symbols": ["C", "C", "C", "C", "C", "C", "C", "C", "C", "N", "O", "H", "H", "H", "H", "H", "H", "H", "H", "H", "H", "H", "H", "H", "H", "H", "H", "H", "H", "H", "C", "C", "C", "C", "C", "C", "C", "C", "C", "N", "O", "H", "H", "H", "H", "H", "H", "H", "H", "H", "H", "H", "H", "H", "H", "H", "H", "H", "H", "H", "C", "C", "C", "C", "C", "C", "C", "C", "C", "N", "O", "H", "H", "H", "H", "H", "H", "H", "H", "H", "H", "H", "H", "H", "H", "H", "H", "H", "H", "H", "C", "C", "C", "C", "C", "C", "C", "C", "C", "N", "O", "H", "H", "H", "H", "H", "H", "H", "H", "H", "H", "H", "H", "H", "H", "H", "H", "H", "H", "H", "C", "C", "C", "C", "C", "C", "C", "C", "C", "N", "O", "H", "H", "H", "H", "H", "H", "H", "H", "H", "H", "H", "H", "H", "H", "H", "H", "H", "H", "H", "C", "C", "C", "C", "C", "C", "C", "C", "C", "N", "O", "H", "H", "H", "H", "H", "H", "H", "H", "H", "H", "H", "H", "H", "H", "H", "H", "H", "H", "H", "C", "C", "C", "O", "H", "H", "H", "H", "H", "H", "H", "H", "C", "C", "C", "O", "H", "H", "H", "H", "H", "H", "H", "H", "C", "C", "C", "O", "H", "H", "H", "H", "H", "H", "H", "H", "C", "C", "C", "O", "H", "H", "H", "H", "H", "H", "H", "H"], "positions_angstrom": [[4.4059, 1.7379, 0.6335], [4.6343, 1.4022, -0.8543], [4.5023, -0.1270, -1.0428], [3.6510, 2.1147, -1.7289], [3.9896, 2.0270, -3.2459], [5.4353, 2.5938, -3.4278], [6.4807, 1.8055, -2.5650], [6.6229, 0.2947, -3.1474], [7.8003, 2.5759, -2.5989], [6.0636, 1.9510, -1.1054], [6.9496, 1.3041, -0.2612], [4.8554, 2.6863, 0.8809], [3.3741, 1.7974, 0.8998], [4.8949, 0.9472, 1.3209], [3.7820, -0.4491, -0.2438], [4.2241, -0.3362, -2.0811], [5.4242, -0.6884, -0.8966], [2.6587, 1.7466, -1.4830], [3.6859, 3.0975, -1.3676], [3.8633, 0.9746, -3.5405], [3.2693, 2.6120, -3.7673], [5.4608, 3.6460, -3.2520], [5.6221, 2.3316, -4.4777], [6.9215, -0.2930, -2.2981], [7.4203, 0.4487, -3.8635], [5.7420, -0.0401, -3.7142], [8.4907, 2.0975, -1.8611], [7.6140, 3.5772, -2.1119], [8.1378, 2.7223, -3.6039], [6.7085, 0.3846, -0.2957], [-5.0704, -3.8955, 1.3138], [-3.9227, -3.4737, 2.3050], [-2.7000, -4.5412, 2.2082], [-3.5279, -2.0311, 1.9041], [-2.7007, -1.3628, 3.0395], [-3.3947, -1.4908, 4.3791], [-3.7567, -2.9080, 4.8149], [-2.4741, -3.5618, 5.3259], [-4.7242, -2.7850, 5.9228], [-4.4821, -3.4771, 3.6577], [-5.0048, -4.7707, 4.0454], [-4.8338, -3.5954, 0.2404], [-5.4079, -4.9198, 1.3915], [-5.8658, -3.1732, 1.4761], [-2.8915, -5.1928, 1.3535], [-1.7475, -4.1414, 2.0804], [-2.8092, -5.2680, 3.0239], [-2.9415, -2.0758, 0.9962], [-4.3298, -1.3617, 1.7420], [-1.7251, -1.7388, 3.1037], [-2.5724, -0.3801, 2.6505], [-4.3943, -1.0288, 4.3920], [-2.8249, -1.1145, 5.2314], [-2.0028, -3.1205, 6.2363], [-1.7096, -3.4506, 4.5771], [-2.7945, -4.6127, 5.4875], [-5.5338, -2.0730, 5.6221], [-4.2507, -2.3426, 6.7731], [-5.1572, -3.7603, 6.0968], [-5.9199, -4.5119, 4.1584], [-0.9040, -4.1761, -2.6526], [-0.0973, -4.9737, -1.6414], [-0.4859, -4.5773, -0.1722], [-0.3617, -6.4526, -1.8907], [0.6184, -7.3130, -1.2010], [2.0069, -7.0056, -1.6663], [2.3864, -5.5259, -1.4092], [2.5716, -5.2244, 0.0992], [3.6666, -5.2477, -2.2115], [1.3442, -4.7555, -2.0037], [1.6816, -3.3618, -1.7983], [-0.5722, -3.1224, -2.7014], [-0.7866, -4.5201, -3.6496], [-1.9788, -4.2736, -2.4844], [0.0344, -3.6006, 0.0776], [-1.5297, -4.4758, -0.1845], [-0.1259, -5.2876, 0.5821], [-1.3992, -6.6914, -1.5028], [-0.2991, -6.7190, -2.9538], [0.5740, -7.1710, -0.1209], [0.4426, -8.3849, -1.3554], [2.0761, -7.1977, -2.7557], [2.6995, -7.5615, -1.1019], [1.8235, -5.6170, 0.7583], [2.5608, -4.1675, 0.2171], [3.5821, -5.4855, 0.3900], [4.0811, -4.2722, -2.1757], [3.5152, -5.6571, -3.2312], [4.5016, -5.9603, -1.8167], [1.9762, -3.0399, -2.6691], [-4.3550, 2.0868, 2.4643], [-5.0099, 3.2696, 3.2235], [-5.6480, 4.1617, 2.0764], [-6.1523, 2.7800, 4.2148], [-5.5499, 2.0578, 5.3734], [-4.7732, 3.1483, 6.1410], [-3.6270, 3.7334, 5.3292], [-3.0651, 5.0224, 6.0448], [-2.4550, 2.7590, 5.2979], [-4.1619, 4.2132, 4.0310], [-3.2131, 4.7128, 3.2012], [-5.0028, 1.4915, 1.7823], [-3.6650, 2.5210, 1.7490], [-3.7843, 1.3856, 3.0552], [-6.3063, 3.5633, 1.4456], [-6.2364, 4.9944, 2.5350], [-4.8293, 4.5620, 1.5311], [-6.7439, 3.7148, 4.6056], [-6.9456, 2.1688, 3.6501], [-6.2591, 1.5380, 6.0364], [-4.9070, 1.2359, 4.9698], [-4.2992, 2.7051, 6.9828], [-5.3693, 4.0210, 6.3961], [-2.8351, 4.7585, 7.0791], [-3.8166, 5.7974, 6.1241], [-2.1905, 5.5291, 5.6182], [-2.6666, 1.7597, 4.8031], [-2.3107, 2.5143, 6.3347], [-1.5430, 3.2200, 4.8863], [-2.5817, 3.9987, 2.9833], [2.1318, -4.7111, -5.6690], [3.1078, -3.5173, -6.0879], [4.3692, -3.6308, -5.2834], [3.4750, -3.5417, -7.5661], [2.3392, -3.0316, -8.4347], [1.7897, -1.6630, -8.0724], [1.3548, -1.6641, -6.5427], [1.2258, -0.1977, -6.1325], [0.1065, -2.4158, -6.2546], [2.5124, -2.2051, -5.8208], [2.2952, -2.0093, -4.4080], [1.9365, -4.6467, -4.5935], [1.1857, -4.6120, -6.1638], [2.6349, -5.6557, -5.9086], [4.9418, -2.7343, -5.4621], [4.3161, -3.8687, -4.2481], [4.9042, -4.4433, -5.7742], [4.3612, -2.9868, -7.7303], [3.6472, -4.5852, -7.8558], [2.5891, -2.9363, -9.4664], [1.5238, -3.7185, -8.4621], [0.9791, -1.4285, -8.7609], [2.5114, -0.8905, -8.2275], [0.5576, 0.2873, -6.8371], [2.2352, 0.2224, -6.0090], [0.8188, -0.0806, -5.0626], [0.1561, -2.6978, -5.1874], [-0.1181, -3.2587, -6.8321], [-0.8006, -1.8620, -6.4346], [3.1457, -1.6552, -4.1039], [0.7430, 3.4533, 2.6740], [1.4095, 4.8778, 3.1381], [2.2723, 4.7538, 4.3672], [2.1790, 5.1841, 1.8532], [2.7276, 6.6600, 1.8466], [1.4442, 7.6127, 1.9129], [0.6033, 7.2664, 3.1436], [1.3623, 7.7937, 4.4059], [-0.7244, 8.1195, 3.0180], [0.2228, 5.9179, 3.1699], [-0.5148, 5.7263, 4.3830], [0.0361, 3.1936, 3.5103], [0.2673, 3.4970, 1.7427], [1.5995, 2.7446, 2.6845], [2.7435, 3.7441, 4.4438], [3.1071, 5.4056, 4.1015], [1.8650, 5.0925, 5.2584], [3.0002, 4.5065, 1.8050], [1.5938, 5.0425, 1.0107], [3.2631, 6.7910, 2.7859], [3.2957, 6.7500, 0.8564], [0.9203, 7.4991, 0.9412], [1.6462, 8.7046, 2.0294], [2.4193, 7.5013, 4.4546], [0.7719, 7.5594, 5.3670], [1.3977, 8.9009, 4.3323], [-0.9971, 8.0655, 1.9939], [-0.6330, 9.2081, 3.0655], [-1.5140, 7.8336, 3.7120], [-1.3092, 5.2984, 3.9716], [-3.6768, -1.7163, -1.8810], [-3.7874, -1.1214, -3.2950], [-3.8946, -2.0762, -4.4725], [-4.9249, -0.2642, -3.3599], [-2.7306, -2.2708, -1.7490], [-4.4883, -2.4558, -1.6695], [-3.7658, -0.8878, -1.1315], [-3.0587, -0.3423, -3.4735], [-3.6799, -1.6183, -5.4101], [-4.9054, -2.3701, -4.4935], [-3.2718, -2.9289, -4.3314], [-4.5922, 0.6395, -3.2483], [-3.4883, 4.9125, -3.0275], [-2.8958, 3.5270, -2.8192], [-1.7964, 3.4979, -1.8249], [-3.9302, 2.5264, -2.5524], [-2.7783, 5.4481, -3.6065], [-3.4622, 5.4504, -2.0743], [-4.4263, 4.8374, -3.5493], [-2.4973, 3.1746, -3.7397], [-1.2203, 2.5643, -1.8932], [-2.2077, 3.5149, -0.8329], [-1.2161, 4.4089, -1.9568], [-4.5387, 2.9983, -2.0070], [3.1748, -1.8440, 3.1150], [1.7872, -2.1910, 3.5769], [1.1926, -0.9268, 4.2547], [0.9993, -2.6898, 2.5466], [3.1166, -1.2154, 2.2682], [3.7657, -2.7279, 2.9311], [3.6886, -1.1588, 3.8036], [1.7841, -3.0012, 4.3807], [1.7523, -0.7265, 5.1864], [0.1173, -0.9782, 4.4269], [1.4020, 0.0301, 3.6653], [0.8918, -1.9967, 1.8667], [-0.0123, -0.7423, -2.0513], [0.5412, -0.1741, -0.7173], [-0.5632, 0.1357, 0.3023], [1.5214, -1.0544, -0.1736], [0.6974, -0.6587, -2.8994], [-0.9449, -0.2447, -2.2619], [-0.1457, -1.8217, -1.8893], [1.0499, 0.7820, -0.9617], [-0.9668, -0.8322, 0.7156], [-1.3486, 0.8468, 0.0218], [-0.0657, 0.5796, 1.2171], [1.8534, -1.7914, -0.7010]], "total_charge": 0, "lumo_ev": 0.38, "smiles": "CC1(C)CCCC(C)(C)N1O.CC1(C)CCCC(C)(C)N1O.CC1(C)CCCC(C)(C)N1O.CC1(C)CCCC(C)(C)N1O.CC1(C)CCCC(C)(C)N1O.CC1(C)CCCC(C)(C)N1O.CC(C)O.CC(C)O.CC(C)O.CC(C)O", "relative_energy_ev": 5.945}

no.,DFT total energy (eV)
1,-12044.1800
2,-100214.4732